[1]
61
Properties=species:S:1:pos:R:3 method="wB97M-V/def2-TZVPD" homo_ev=-16.569 e_lumo_ev=-9.85 total_energy_ev=-236801.889 de_lowest_ev=0.161 total_charge=+3
Ta -0.31711 0.61045 -0.23287
C -2.51571 -2.07288 -0.19302
O -2.37601 -0.65928 0.11953
C -3.66719 -0.00801 0.02967
C -3.44023 1.37023 -0.53678
O -2.18737 1.85275 0.05969
C -2.39392 2.46807 1.36510
C -1.85555 1.53528 2.41272
O -0.53466 1.11698 1.96456
C 0.15045 0.46414 3.08985
H -2.74202 -2.18726 -1.25251
H -1.59411 -2.58231 0.05823
H -3.31480 -2.48777 0.41894
H -4.32852 -0.58580 -0.61460
H -4.10272 0.01981 1.03058
H -3.29753 1.36304 -1.60768
H -4.22509 2.07822 -0.28466
H -1.88558 3.42978 1.35504
H -3.45542 2.65496 1.50814
H -1.75199 2.04076 3.37277
H -2.46552 0.64004 2.53891
H 0.22107 1.19736 3.88996
H -0.42786 -0.40448 3.39643
H 1.14050 0.16927 2.76741
C 3.39583 -0.49917 -0.10053
Se 2.31288 1.02805 0.43022
C 2.91061 2.26784 -0.95175
C 2.09409 3.55363 -0.90967
Se 0.32917 3.38519 -0.07345
C 0.86056 3.95409 1.71913
H 3.16773 -0.77178 -1.12639
H 3.19127 -1.31315 0.59000
H 4.43369 -0.19118 0.00797
H 2.81386 1.75023 -1.90067
H 3.96150 2.46436 -0.74497
H 1.91785 3.93326 -1.91293
H 2.58459 4.33347 -0.33027
H 1.16138 4.99611 1.62875
H 1.68209 3.34865 2.09201
H 0.00506 3.88805 2.38476
Br 2.47820 -7.46876 0.11186
C 1.90420 -5.70495 0.03065
C 1.87618 -5.04517 -1.20532
C 1.45042 -3.74215 -1.26640
C 1.04059 -3.08289 -0.08957
C 1.06895 -3.75712 1.14839
C 1.50262 -5.05740 1.20728
C 0.59801 -1.74138 -0.15510
O 0.59110 -0.99395 -1.21048
O 0.12560 -1.05832 0.85257
H 2.18747 -5.57006 -2.09740
H 1.42101 -3.22306 -2.21548
H 0.75128 -3.25036 2.05043
H 1.53719 -5.59017 2.14707
C -0.62080 1.08311 -4.21122
C -0.53490 0.97545 -2.74796
O -1.40638 0.39010 -2.02030
O 0.44017 1.43145 -2.05221
H -1.65258 0.99982 -4.54362
H -0.05311 0.24775 -4.63474
H -0.16049 2.00705 -4.55603

=====

[2]
64
Properties=species:S:1:pos:R:3 method="wB97M-V/def2-TZVPD" homo_ev=-7.578 e_lumo_ev=-0.89 total_energy_ev=-170122.510 de_lowest_ev=0.322 total_charge=0
Cu -0.56232 -0.05879 0.40439
Cl -4.37826 -1.65769 3.92511
C -4.07241 -1.78673 2.16317
C -2.94072 -0.86999 1.71034
O -3.01490 0.33725 1.96349
O -2.03803 -1.43813 1.02564
H -4.99130 -1.48604 1.66267
H -3.84697 -2.82495 1.94486
C -2.16010 2.37373 -0.83815
N -3.01240 3.05438 -1.80969
C -4.25169 2.28126 -1.94838
N -3.99697 0.90411 -2.37829
C -3.13205 0.27297 -1.38312
N -1.84350 0.98786 -1.23629
C -1.19013 1.03184 -2.55493
N -2.01917 1.68577 -3.56435
C -2.32250 3.04370 -3.10252
C -3.28446 0.94851 -3.65482
H -2.65017 2.34168 0.13738
H -1.22476 2.93229 -0.75758
H -4.89433 2.77337 -2.68094
H -4.76618 2.26103 -0.98639
H -2.92488 -0.75714 -1.67527
H -3.62716 0.27816 -0.41180
H -0.97758 0.01008 -2.87038
H -0.24099 1.56325 -2.45763
H -2.95255 3.53708 -3.84498
H -1.38832 3.60234 -3.01201
H -3.07439 -0.07335 -3.97896
H -3.91941 1.42824 -4.40206
Se -0.97049 -0.76232 5.17963
N -1.21367 0.97863 5.37328
C -0.83614 1.52010 4.23136
C -0.82879 2.92414 3.95823
C -0.37387 3.31640 2.74921
C 0.03230 2.34018 1.78087
N -0.00208 1.04934 1.95308
C -0.39574 0.61056 3.20560
N -0.38879 -0.66547 3.51693
H -1.17601 3.62237 4.70695
H -0.33316 4.36153 2.47522
H 0.38325 2.68129 0.81407
C 2.65893 -3.27503 -2.75915
C 1.36006 -4.06812 -2.87159
C 0.12475 -3.17360 -2.87836
S -0.54095 -2.50122 -1.33718
O 0.36653 -1.32272 -1.00936
C -0.26085 -3.79292 -0.12385
C 1.12336 -3.89934 0.51129
C 1.42935 -2.80632 1.52908
H 3.51893 -3.93127 -2.62489
H 2.62465 -2.57948 -1.91880
H 2.82738 -2.68556 -3.66197
H 1.29545 -4.80423 -2.06988
H 1.35522 -4.64562 -3.79904
H -0.72864 -3.64570 -3.36867
H 0.33666 -2.24486 -3.41643
H -0.56124 -4.71102 -0.63905
H -1.01788 -3.57019 0.63090
H 1.90402 -3.94177 -0.24767
H 1.13935 -4.87096 1.01531
H 1.53770 -1.83309 1.05280
H 2.35607 -3.03573 2.05710
H 0.62969 -2.71618 2.26545

=====

[3]
55
Properties=species:S:1:pos:R:3 method="wB97M-V/def2-TZVPD" homo_ev="-14.178 / -15.120" e_lumo_ev="-6.84 / -9.19" multiplicity=4 total_energy_ev=-48725.975 de_lowest_ev=0.000 total_charge=+2
C 1.47591 4.59726 -4.60325
C 0.71704 4.23877 -5.88430
C 1.08602 6.00805 -4.15433
C 2.98273 4.53586 -4.86766
Cl 1.04386 3.38126 -3.25056
H 1.34687 6.72535 -4.94160
H 1.62490 6.31176 -3.25780
H 0.01339 6.09886 -3.98694
H 0.97266 4.95954 -6.67055
H -0.36252 4.29129 -5.74818
H 0.99287 3.25396 -6.25959
H 3.24529 5.25652 -5.65116
H 3.29097 3.55394 -5.22498
H 3.56034 4.80311 -3.98372
C -2.34948 -0.10701 0.54192
C -1.73268 1.12823 0.96644
C -1.31128 1.84940 -0.23072
H -1.76296 1.52395 1.97534
C -1.62411 1.00907 -1.36261
C -2.31450 -0.15637 -0.87877
H -2.74199 -0.94281 -1.48153
H -2.83152 -0.82026 1.20349
H -0.95130 2.86810 -0.29470
H -1.45547 1.26508 -2.40126
C 2.17918 -0.25816 0.76715
C 1.38308 -0.11290 1.95214
C 0.84351 1.22255 1.96118
H 1.29392 -0.83226 2.76442
C 1.34443 1.91375 0.78888
C 2.14451 0.97833 0.03697
H 2.63225 1.18644 -0.91542
H 2.71368 -1.16948 0.49218
H 0.25545 1.63081 2.76997
H 1.17060 2.95470 0.53921
Tc 0.06059 0.28443 0.19993
C -1.31903 -3.01221 5.05837
C -1.88505 -2.96533 3.64907
N -0.85280 -2.45045 2.68215
C -0.57360 -3.10278 1.53404
S -0.15476 -2.30804 0.05173
N -0.68931 -4.45898 1.49987
C -0.20037 -5.35441 2.58419
C -0.83932 -6.72290 2.43123
H -0.28495 -3.38966 5.06875
H -1.94647 -3.64736 5.69587
H -1.32272 -1.99301 5.46921
H -2.24130 -3.92770 3.27911
H -2.72244 -2.25887 3.60719
H -0.81631 -1.43485 2.63429
H -0.53869 -4.85368 0.56898
H 0.89354 -5.43603 2.53442
H -0.46270 -4.90071 3.55523
H -0.53149 -7.19139 1.48704
H -0.51403 -7.37065 3.25053
H -1.93444 -6.65212 2.44913

=====

[4]
63
Properties=species:S:1:pos:R:3 method="wB97M-V/def2-TZVPD" homo_ev="-10.447 / -10.410" e_lumo_ev="-2.49 / -2.49" multiplicity=2 total_energy_ev=-100890.911 de_lowest_ev=0.000 total_charge=+1
Co -0.23160 0.90279 -0.35998
C 4.50585 1.39599 -1.67497
N 3.59477 2.28479 -0.97234
C 3.97401 3.27623 -0.08283
C 2.85947 3.89252 0.33698
N 1.78948 3.27482 -0.30528
C 2.25691 2.27096 -1.10788
S 1.34546 1.23040 -2.07603
C 0.45567 3.74366 -0.25679
C 0.23548 5.10927 -0.19585
C -1.06744 5.56640 -0.11046
C -2.09892 4.64263 -0.11128
C -1.79108 3.30085 -0.20101
N -0.53170 2.84653 -0.26335
H 4.86020 1.86477 -2.59164
H 3.97092 0.48186 -1.91945
H 5.34688 1.17094 -1.02375
H 5.00332 3.43445 0.18433
H 2.71842 4.67855 1.05550
H 1.06983 5.79369 -0.23916
H -1.26885 6.62752 -0.06071
H -3.13277 4.94928 -0.05281
H -2.55588 2.53716 -0.23113
C -3.57648 -0.44788 1.01499
N -3.23932 -1.19897 -0.18098
C -3.75602 -2.55106 -0.33839
C -2.73305 -3.38530 -1.08144
C -2.44839 -2.74129 -2.42187
N -2.26262 -1.29682 -2.28927
C -1.47116 -0.67384 -3.33593
C -2.53116 -0.61251 -1.16189
O -2.14659 0.58794 -1.03270
H -3.68386 -1.14653 1.84290
H -4.51251 0.10388 0.89769
H -2.78015 0.25063 1.26014
H -4.71393 -2.53822 -0.87042
H -3.93577 -2.95493 0.65689
H -3.10177 -4.39927 -1.23165
H -1.81997 -3.43125 -0.48554
H -3.26125 -2.93215 -3.12884
H -1.53391 -3.15258 -2.85320
H -0.41451 -0.93557 -3.22677
H -1.58050 0.40416 -3.29510
H -1.82674 -1.03388 -4.30130
C -1.09047 -4.02332 3.24855
C 0.05056 -3.12808 2.83750
O -0.28774 -2.53117 1.56509
P 0.60574 -1.36645 0.96940
O 0.02945 -1.03433 -0.38934
Te 0.58924 0.65026 2.22517
O 2.05398 -1.98209 0.78563
C 3.15594 -1.82798 1.70597
C 4.18454 -0.90018 1.10684
H -0.86518 -4.49086 4.20691
H -1.24876 -4.80845 2.50985
H -2.00946 -3.44755 3.35520
H 0.97740 -3.69325 2.71824
H 0.21170 -2.32826 3.56622
H 3.55463 -2.82895 1.86322
H 2.79022 -1.44155 2.65959
H 4.52400 -1.28182 0.14269
H 5.04352 -0.81915 1.77436
H 3.75196 0.09255 0.97148

=====

[5]
60
Properties=species:S:1:pos:R:3 method="wB97M-V/def2-TZVPD" homo_ev="-19.112 / -19.073" e_lumo_ev="-12.78 / -16.03" multiplicity=5 total_energy_ev=-65863.442 de_lowest_ev=0.110 total_charge=+4
Ru 0.45303 0.37366 0.43392
N 7.52021 -0.54939 0.69758
C 6.65982 -0.06497 -0.20352
O 6.93048 0.41248 -1.28051
C 5.17424 -0.05604 0.15152
C 4.29858 -0.13377 -0.93710
C 2.95463 0.01290 -0.72456
N 2.44487 0.22797 0.51852
C 3.27970 0.30505 1.57514
C 4.64459 0.16926 1.41839
H 8.50361 -0.54616 0.46118
H 7.24186 -1.02847 1.53620
H 4.70183 -0.26223 -1.93353
H 2.24673 -0.00832 -1.54873
H 2.83245 0.49153 2.54152
H 5.28165 0.27470 2.28708
S 0.33903 -0.76218 2.38010
C -1.14696 -0.55236 3.32507
N -1.13875 -1.26642 4.48128
C -2.11263 -1.20141 5.40351
C -3.19778 -0.37512 5.19547
C -3.25030 0.35993 4.02203
C -2.22238 0.27009 3.07997
H -0.34885 -1.87752 4.67366
H -1.98658 -1.82048 6.28244
H -3.97215 -0.31049 5.94729
H -4.09021 1.01765 3.83656
H -2.25540 0.86506 2.17804
C 1.56429 4.38140 0.79854
S 1.71795 3.27239 -0.58398
C 1.02519 4.24977 -1.89732
O 0.58635 2.17786 -0.32433
H 2.29248 5.17840 0.62756
H 1.83897 3.84049 1.70214
H 0.55476 4.78550 0.85256
H 1.65270 5.14190 -1.97058
H -0.00225 4.51797 -1.65709
H 1.09778 3.68307 -2.82329
C -3.88816 0.37774 -3.87107
C -4.45352 -0.59396 -2.84898
C -3.88928 -0.36260 -1.44604
S -2.14356 -0.87800 -1.37136
O -1.43560 0.02171 -0.35974
C -2.00530 -2.62450 -0.83485
C -2.20444 -3.56864 -2.01495
C -1.11652 -3.44248 -3.06822
H -4.34246 0.20843 -4.84513
H -2.80595 0.24850 -3.99873
H -4.08328 1.41271 -3.58785
H -4.30644 -1.63047 -3.15895
H -5.53595 -0.47708 -2.74139
H -4.37890 -0.93595 -0.65278
H -3.84342 0.69837 -1.18709
H -2.75256 -2.71995 -0.04124
H -0.99378 -2.67607 -0.42233
H -3.19770 -3.43341 -2.44616
H -2.21898 -4.56994 -1.57238
H -1.19533 -2.49837 -3.62136
H -1.20315 -4.24032 -3.80339
H -0.11930 -3.50941 -2.62872

=====

[6]
58
Properties=species:S:1:pos:R:3 method="wB97M-V/def2-TZVPD" homo_ev=-8.244 smiles="NCCCOC(=O)C[C@@H](O)CN.c1cc[nH]c1.c1cc[nH]c1.c1cc[nH]c1" e_lumo_ev=0.35 total_energy_ev=-33793.158 de_lowest_ev=8.079 total_charge=0
N 1.22982 1.83907 1.40926
C 0.62111 1.25563 0.13957
C 1.08314 -0.30917 -0.01623
C 0.34871 -1.33285 1.08195
O 1.29916 -2.43115 1.29977
C 1.29831 -2.92314 2.68225
O 1.10462 -4.26292 2.83749
C 1.44413 -2.05026 4.05537
C 2.63637 -0.93410 4.07288
O 3.15076 -0.52506 2.75956
C 2.05551 0.45666 4.79172
N 1.43271 0.21264 6.14998
H 1.83990 2.65390 1.10075
H 0.46437 2.22261 2.00587
H 1.12314 1.86243 -0.75759
H -0.53364 1.42651 0.03567
H 0.90488 -0.75674 -1.10771
H 2.24396 -0.35569 0.25747
H 0.04371 -0.73279 2.03806
H -0.66363 -1.68223 0.57081
H 0.36841 -1.63421 4.32316
H 1.69710 -2.82499 4.92774
H 3.54411 -1.28538 4.72796
H 3.83612 -1.17719 2.42787
H 1.36934 1.08846 4.07183
H 3.02826 1.12620 4.96597
H 0.53075 -0.34653 6.07541
H 1.08917 1.16010 6.49079
N -4.44040 2.13969 -0.86100
C -3.92259 2.03382 0.40359
C -3.61089 0.71120 0.62655
C -3.94709 -0.00487 -0.54710
C -4.45435 0.90225 -1.45029
H -4.76115 2.99688 -1.29226
H -3.82199 2.90609 1.03544
H -3.18605 0.30608 1.53578
H -3.83102 -1.06772 -0.71556
H -4.82426 0.77325 -2.45870
N 3.95114 1.51155 -1.00979
C 5.00127 2.39016 -1.07143
C 5.34612 2.54910 -2.39507
C 4.46923 1.74246 -3.15904
C 3.61644 1.11528 -2.27851
H 3.49407 1.20437 -0.16105
H 5.41318 2.82468 -0.17046
H 6.14236 3.17897 -2.77001
H 4.46033 1.63156 -4.23566
H 2.80312 0.42178 -2.44561
N -4.85426 -1.49080 -4.17326
C -3.51333 -1.31589 -4.39653
C -3.15517 -2.09854 -5.47142
C -4.32242 -2.76437 -5.91573
C -5.35721 -2.36845 -5.09818
H -5.38918 -1.04182 -3.44120
H -2.93003 -0.65249 -3.77212
H -2.16087 -2.18009 -5.89101
H -4.39995 -3.45750 -6.74340
H -6.40533 -2.63643 -5.09461

=====

[7]
66
Properties=species:S:1:pos:R:3 method="wB97M-V/def2-TZVPD" homo_ev=-7.535 e_lumo_ev=-4.90 total_energy_ev=-159983.118 total_charge=+1
C 1.37802 0.82038 2.28983
B 1.54622 0.82847 0.69771
O 2.77964 0.57770 0.17089
C 0.25815 1.06246 -0.25816
N -0.93419 0.77498 0.60806
C -1.54192 -0.28598 0.33713
C -3.06636 -0.25577 0.21674
C -0.90712 -1.64529 0.15658
O 0.38300 0.35674 -1.43710
P -0.70302 0.93660 -2.63161
O -1.00242 2.38222 -1.69582
C 0.04549 2.55629 -0.72302
C -0.47395 3.58449 0.30293
O 0.44125 4.67443 0.56708
C 1.27313 4.46263 1.60865
C 0.73291 4.43179 3.04719
O 2.42137 4.35107 1.45710
C 1.25954 3.13503 -1.48927
C 0.91197 4.33900 -2.39452
C 1.63453 5.65938 -1.99310
Br 1.49598 3.93695 -4.26240
H 0.73713 1.61189 2.67813
H 2.34402 0.89579 2.81455
H 0.91926 -0.12859 2.61371
H 3.37063 0.33785 0.89671
H -3.46799 -0.52637 1.20880
H -3.36902 0.76783 0.02445
H -3.42861 -0.97058 -0.52084
H -1.15924 -2.29654 0.99122
H 0.15713 -1.61030 -0.06750
H -1.38776 -2.10512 -0.73370
H -1.66408 1.48111 -3.62676
H 0.27951 1.50029 -3.48811
H -0.59434 -0.30459 -3.41993
H -1.88294 0.29729 -2.08671
H -1.36897 4.03693 -0.12391
H -0.77692 3.15331 1.26153
H 1.26205 3.62213 3.54087
H -0.33574 4.19829 3.02607
H 0.89647 5.38877 3.53676
H 1.72118 2.37912 -2.12011
H 2.06318 3.46520 -0.82515
H -0.14884 4.55754 -2.45950
H 1.94269 6.15228 -2.91394
H 2.46489 5.50374 -1.30899
H 0.88072 6.32454 -1.56358
Cl 1.79129 -3.66083 0.32716
C 1.42844 -4.87892 1.53547
C 0.62178 -4.61191 2.65704
Cl -0.09486 -3.06037 2.93935
C 0.38219 -5.61192 3.58751
C 0.93256 -6.87615 3.41101
C 1.72408 -7.14257 2.30322
C 1.97319 -6.14526 1.36791
H -0.23590 -5.41041 4.45290
H 0.74087 -7.65234 4.13967
H 2.14901 -8.12754 2.16437
H 2.59279 -6.35925 0.50609
Na -2.49658 0.44764 -4.96677
C -4.11059 -3.47393 -3.86110
O -3.81528 -2.74813 -4.94003
H -3.24270 -3.72195 -3.16523
H -4.84904 -3.03403 -3.14516
H -4.54166 -4.48523 -4.04621
K 2.42887 -3.28035 2.98269
Li -0.76507 -4.58195 -0.15883

=====

[8]
66
Properties=species:S:1:pos:R:3 method="wB97M-V/def2-TZVPD" homo_ev=-7.953 e_lumo_ev=-0.23 total_energy_ev=-878528.056 total_charge=0
C 0.58782 -3.94722 3.44661
C -0.59323 -2.92836 3.02645
C -1.58416 -2.58634 4.24546
C -1.07411 -1.41928 5.22015
C -0.76458 -0.01480 4.50220
C -1.74965 0.34740 3.27776
C -1.06738 1.60706 2.48221
Si -2.09021 2.12754 0.92236
C -1.01280 2.53606 -0.60439
C 0.05706 3.70058 -0.38643
C 1.08827 3.74533 0.79438
C 2.13811 4.90439 0.97081
C 2.23117 6.09320 -0.07081
C 1.22773 6.05043 -1.26786
C 0.16554 4.90474 -1.41254
C -0.79701 5.03689 -2.70628
O -3.05006 0.69555 0.51622
Si -4.22979 1.06188 -0.69804
H 1.21124 -4.15534 2.49810
H 0.11858 -4.93913 3.80527
H 1.26848 -3.52554 4.27398
H -1.21347 -3.39001 2.18586
H -0.14281 -1.94399 2.65844
H -1.67026 -3.54891 4.87934
H -2.66481 -2.36028 3.89677
H -1.82561 -1.33200 6.09633
H -0.08814 -1.77285 5.71370
H -0.95122 0.80285 5.30226
H 0.33333 0.02662 4.13752
H -2.81502 0.61094 3.60452
H -1.82701 -0.49524 2.49461
H -0.95131 2.45947 3.24073
H -0.00701 1.23364 2.20979
H -3.01562 3.18663 1.32719
H -0.46650 1.62129 -1.05555
H -1.73600 2.89655 -1.43459
H 1.12632 2.92608 1.58421
H 2.84903 4.91244 1.85746
H 2.98456 6.93548 0.05602
H 1.31697 6.90102 -2.03194
H -0.27022 5.73503 -3.45645
H -1.85074 5.38625 -2.42857
H -0.84061 4.00883 -3.20371
H -4.61078 -0.21728 -1.34562
H -5.49200 1.60145 -0.13626
H -3.71747 1.92517 -1.76056
C 5.39311 4.16362 -1.71106
Br 4.78162 3.74929 -3.50623
Br 6.74332 5.55953 -1.71369
Br 3.90251 4.59505 -0.51870
H 5.86842 3.26278 -1.32147
C 0.67178 -2.31476 -0.90932
Br 2.39799 -1.71857 -0.25398
Br 0.38161 -4.20123 -0.56416
Br -0.77688 -1.22411 -0.22075
H 0.68024 -2.18709 -1.99045
C -0.26948 -4.15712 -4.79023
Br 1.46084 -3.56302 -4.14536
Br -0.56150 -6.04118 -4.43580
Br -1.71125 -3.05913 -4.09687
H -0.26608 -4.03301 -5.87205
C 1.41908 -9.34985 -6.22071
Br 2.60612 -7.86743 -5.82529
Br -0.06835 -9.43509 -4.97762
Br 0.81600 -9.31916 -8.06390
H 1.99628 -10.26373 -6.08941